{
  "formula": "C14H11N3O3",
  "method": "ωB97M-V/def2-TZVPD",
  "elements": ["O", "C", "N", "N", "C", "C", "C", "C", "C", "C", "C", "C", "O", "O", "H", "H", "H", "H", "H", "H", "H", "C", "C", "C", "N", "C", "C", "H", "H", "H", "H"],
  "xyz": [[-2.20, -2.12, 0.33], [-2.26, -0.93, 0.16], [-1.15, -0.13, 0.02], [0.08, -0.63, 0.10], [1.08, 0.13, -0.09], [2.43, -0.40, -0.01], [2.59, -1.79, 0.08], [3.84, -2.37, 0.10], [4.97, -1.57, 0.01], [4.84, -0.20, -0.07], [3.58, 0.40, -0.07], [3.60, 1.88, -0.10], [4.50, 2.53, -0.58], [2.56, 2.48, 0.49], [2.69, 3.45, 0.47], [5.71, 0.44, -0.13], [5.96, -2.02, 0.01], [3.93, -3.44, 0.17], [1.69, -2.39, 0.12], [0.95, 1.19, -0.32], [-1.27, 0.86, -0.21], [-3.55, -0.18, 0.05], [-4.64, -0.83, -0.53], [-5.84, -0.14, -0.62], [-6.01, 1.09, -0.17], [-4.98, 1.69, 0.41], [-3.73, 1.11, 0.54], [-2.94, 1.64, 1.04], [-5.17, 2.69, 0.78], [-6.71, -0.60, -1.07], [-4.53, -1.83, -0.90]],
  "smiles": "O=C(N/N=C/c1ccccc1C(=O)O)c1ccncc1",
  "gap_ev": 8.5191,
  "e_above_lowest_kj_mol": 0.0
}



{
  "formula": "C24H45NO3OsP2",
  "method": "ωB97M-V/def2-TZVPD",
  "elements": ["Os", "C", "C", "C", "C", "C", "C", "H", "H", "H", "C", "H", "H", "H", "C", "H", "H", "H", "C", "H", "H", "H", "C", "H", "H", "H", "C", "C", "C", "C", "C", "C", "C", "C", "H", "H", "H", "H", "H", "H", "H", "H", "H", "H", "H", "H", "P", "C", "H", "H", "H", "C", "H", "H", "H", "C", "H", "H", "H", "P", "C", "H", "H", "H", "C", "H", "H", "H", "C", "H", "H", "H", "O", "N", "O", "O"],
  "xyz": [[-0.22, 1.17, 0.24], [0.61, 1.54, -1.68], [0.37, 2.78, -0.98], [1.83, 1.46, 0.29], [1.58, 0.79, -0.94], [1.14, 2.73, 0.25], [0.23, 1.17, -3.09], [-0.81, 1.43, -3.27], [0.38, 0.09, -3.21], [0.85, 1.70, -3.83], [2.43, -0.34, -1.43], [2.11, -0.69, -2.42], [2.40, -1.19, -0.74], [3.48, -0.03, -1.49], [2.99, 1.15, 1.19], [3.86, 1.75, 0.86], [3.22, 0.08, 1.16], [2.77, 1.40, 2.23], [1.35, 3.81, 1.27], [1.89, 4.66, 0.83], [1.94, 3.42, 2.10], [0.38, 4.18, 1.65], [-0.32, 4.00, -1.56], [0.38, 4.53, -2.24], [-0.61, 4.71, -0.79], [-1.19, 3.69, -2.15], [-3.10, 0.42, -0.03], [-2.78, 1.34, -0.97], [-3.67, 2.55, -1.14], [-3.42, 3.71, -0.17], [-2.46, 3.43, 0.97], [-2.81, 2.53, 1.90], [-4.17, 1.87, 1.83], [-4.30, 0.67, 0.87], [-4.74, 2.27, -1.05], [-4.40, 4.01, 0.24], [-3.59, 2.93, -2.18], [-5.21, 0.84, 0.25], [-2.62, -0.56, 0.04], [-2.06, 1.13, -1.77], [-4.55, -0.23, 1.44], [-4.48, 1.56, 2.84], [-2.25, 2.37, 2.82], [-4.93, 2.61, 1.53], [-3.08, 4.59, -0.74], [-1.61, 4.11, 1.09], [-0.86, -2.77, -1.52], [0.48, -3.32, -2.58], [0.04, -4.10, -3.22], [1.30, -3.72, -1.97], [0.81, -2.47, -3.21], [-1.60, -4.09, -0.57], [-1.92, -4.84, -1.30], [-2.47, -3.70, -0.02], [-0.87, -4.54, 0.11], [-2.06, -2.10, -2.71], [-2.87, -1.59, -2.16], [-2.44, -2.89, -3.37], [-1.56, -1.33, -3.31], [-0.45, -0.04, 2.29], [-0.11, 1.18, 3.61], [-0.51, 0.85, 4.58], [-0.54, 2.15, 3.36], [0.97, 1.31, 3.69], [-2.04, -0.91, 2.56], [-2.89, -0.25, 2.35], [-2.16, -1.28, 3.59], [-2.10, -1.77, 1.88], [0.77, -1.35, 2.67], [0.65, -1.69, 3.71], [1.78, -0.94, 2.54], [0.64, -2.19, 1.97], [2.39, -4.06, 0.21], [2.87, -2.92, 0.27], [3.75, -2.61, 1.11], [-0.48, -1.66, -0.54]],
  "total_charge": 2,
  "gap_ev": [7.0805, 6.7858],
  "multiplicity": 5,
  "e_above_lowest_kj_mol": 0.0
}